{
  "formula": "C31H83BrN2O14S12",
  "method": "the ωB97M-V functional and the def2-TZVPD basis",
  "lumo_energy_ev": 0.309,
  "total_charge": 0,
  "homo_energy_ev": -8.3,
  "gap_ev": 8.57,
  "total_energy_ha": -9745.6999,
  "elements": ["C", "C", "C", "Br", "C", "N", "C", "O", "N", "C", "C", "O", "H", "H", "H", "H", "H", "H", "H", "H", "H", "H", "H", "C", "S", "O", "C", "H", "H", "H", "H", "H", "H", "C", "S", "O", "C", "H", "H", "H", "H", "H", "H", "C", "S", "O", "C", "H", "H", "H", "H", "H", "H", "C", "S", "O", "C", "H", "H", "H", "H", "H", "H", "C", "S", "O", "C", "H", "H", "H", "H", "H", "H", "C", "S", "O", "C", "H", "H", "H", "H", "H", "H", "C", "S", "O", "C", "H", "H", "H", "H", "H", "H", "C", "S", "O", "C", "H", "H", "H", "H", "H", "H", "C", "S", "O", "C", "H", "H", "H", "H", "H", "H", "C", "S", "O", "C", "H", "H", "H", "H", "H", "H", "C", "S", "O", "C", "H", "H", "H", "H", "H", "H", "C", "S", "O", "C", "H", "H", "H", "H", "H", "H"],
  "coordinates": [[1.301, 1.961, -0.966], [0.029, 2.321, -0.899], [-0.701, 3.323, -1.735], [0.292, 3.584, -3.436], [-0.969, 4.714, -1.154], [0.186, 5.475, -0.758], [-1.826, 5.296, -2.277], [-1.783, 6.398, -2.775], [-2.679, 4.260, -2.585], [-2.156, 2.940, -2.124], [-2.988, 2.433, -0.938], [-2.196, 2.027, -3.183], [1.587, 0.971, -0.645], [2.090, 2.607, -1.327], [-0.585, 1.832, -0.147], [-1.725, 4.602, -0.358], [0.606, 5.034, 0.053], [-0.107, 6.403, -0.472], [-3.110, 4.279, -3.499], [-3.912, 3.005, -0.869], [-2.461, 2.535, 0.005], [-3.191, 1.368, -1.043], [-3.088, 1.670, -3.213], [-1.398, 5.897, 2.912], [-2.016, 4.276, 3.372], [-1.933, 3.434, 2.141], [-3.728, 4.785, 3.556], [-0.334, 5.794, 2.705], [-1.938, 6.233, 2.025], [-1.549, 6.589, 3.741], [-4.051, 5.248, 2.621], [-3.793, 5.499, 4.378], [-4.318, 3.902, 3.794], [5.712, 2.213, -1.056], [4.912, 0.867, -0.190], [3.784, 1.455, 0.585], [6.242, 0.560, 0.974], [5.021, 2.580, -1.814], [5.942, 3.007, -0.343], [6.615, 1.837, -1.532], [6.439, 1.472, 1.537], [7.120, 0.240, 0.414], [5.913, -0.231, 1.647], [-2.442, 0.186, 2.501], [-2.428, -0.970, 1.127], [-3.390, -0.418, 0.130], [-3.237, -2.328, 1.965], [-2.016, 1.128, 2.156], [-3.473, 0.347, 2.815], [-1.843, -0.217, 3.318], [-4.212, -2.003, 2.329], [-2.610, -2.669, 2.788], [-3.358, -3.142, 1.256], [-2.662, -7.795, 2.176], [-3.180, -6.413, 3.183], [-3.527, -5.309, 2.243], [-1.551, -6.033, 3.842], [-3.528, -8.161, 1.632], [-1.893, -7.454, 1.482], [-2.284, -8.595, 2.810], [-0.871, -5.832, 3.014], [-1.198, -6.876, 4.437], [-1.647, -5.153, 4.474], [9.241, 0.432, -3.792], [8.440, -0.916, -2.921], [7.297, -0.324, -2.170], [9.752, -1.212, -1.735], [8.552, 0.782, -4.557], [9.460, 1.235, -3.088], [10.156, 0.066, -4.258], [9.940, -0.296, -1.175], [10.647, -1.541, -2.261], [9.419, -2.002, -1.065], [-6.529, 6.440, -0.133], [-4.758, 6.288, -0.386], [-4.103, 6.545, 0.933], [-4.565, 7.784, -1.352], [-6.847, 5.610, 0.496], [-6.757, 7.384, 0.364], [-7.024, 6.379, -1.103], [-4.927, 8.632, -0.771], [-5.122, 7.679, -2.283], [-3.505, 7.890, -1.574], [7.828, -4.791, -2.428], [9.224, -5.914, -2.372], [10.428, -5.058, -2.196], [9.170, -6.380, -4.106], [7.727, -4.348, -1.438], [8.041, -4.014, -3.163], [6.913, -5.326, -2.681], [9.263, -5.485, -4.721], [8.234, -6.900, -4.314], [10.010, -7.047, -4.289], [-11.147, 7.954, 2.867], [-9.746, 7.250, 1.990], [-8.588, 8.146, 2.241], [-10.343, 7.630, 0.337], [-10.943, 7.859, 3.931], [-11.245, 9.006, 2.599], [-12.050, 7.401, 2.613], [-10.505, 8.704, 0.252], [-11.266, 7.082, 0.148], [-9.576, 7.312, -0.366], [-6.705, -11.151, 1.854], [-5.021, -11.646, 1.482], [-4.165, -10.454, 1.733], [-5.234, -11.757, -0.297], [-6.764, -10.983, 2.927], [-6.935, -10.230, 1.319], [-7.390, -11.949, 1.568], [-5.569, -10.792, -0.678], [-5.956, -12.539, -0.529], [-4.266, -12.012, -0.725], [3.212, -2.443, 0.569], [2.736, -2.266, 2.289], [3.966, -2.522, 3.087], [1.745, -3.764, 2.372], [3.880, -1.616, 0.344], [3.728, -3.394, 0.437], [2.331, -2.387, -0.070], [2.363, -4.621, 2.105], [0.894, -3.674, 1.696], [1.393, -3.865, 3.397], [6.766, 7.058, 1.312], [7.670, 6.264, -0.023], [8.555, 7.296, -0.621], [6.259, 6.082, -1.119], [7.485, 7.300, 2.092], [6.300, 7.968, 0.937], [6.016, 6.369, 1.701], [5.826, 7.061, -1.321], [5.524, 5.424, -0.655], [6.613, 5.638, -2.047], [-0.848, -6.911, -3.290], [-1.107, -7.342, -1.566], [0.186, -7.132, -0.863], [-1.274, -9.112, -1.828], [-0.678, -5.837, -3.333], [0.025, -7.444, -3.667], [-1.738, -7.167, -3.863], [-0.371, -9.492, -2.306], [-2.151, -9.303, -2.447], [-1.404, -9.573, -0.851]]
}